Molecular formula: C26H50BNO
Method: DFT, wB97M-V/def2-TZVPD

Cartesian coordinates (Å):
C  -3.9622  -1.3784  -1.8351
O  -4.3517  -0.2472  -1.0808
C  -3.8460  0.9949  -1.5275
C  -2.6496  1.4531  -0.7135
C  -1.3435  0.7893  -1.1405
C  -0.6825  1.4814  -2.3269
C  0.3899  0.6273  -3.0454
C  1.2539  -0.2635  -2.1310
C  0.8100  -1.7570  -2.0388
C  0.5267  -2.1907  -0.6026
C  0.7741  -3.6866  -0.3183
B  2.2929  -4.0534  -0.1895
C  3.2196  -3.3379  0.8624
C  3.8253  -2.1379  0.1332
C  4.7084  -1.2451  1.0008
C  3.9865  -0.6716  2.2245
C  2.4942  -0.3639  1.9805
C  1.5853  -1.1381  2.9529
C  0.1487  -1.3780  2.4418
C  -0.9603  -0.7265  3.2934
C  -2.0024  0.0335  2.4527
C  -1.6718  1.5119  2.2609
C  -0.6454  1.7029  1.1532
C  -0.3384  3.1925  0.8631
N  -0.9465  3.5916  -0.3990
C  -0.3034  3.8954  -1.5432
C  -1.2323  4.1670  -2.4648
C  -2.4837  4.0278  -1.8661
C  -2.2732  3.6758  -0.5884
H  -3.4361  -1.1260  -2.7542
H  -4.8276  -1.9770  -2.1114
H  -3.3232  -2.0176  -1.2250
H  -3.5953  1.0013  -2.5912
H  -4.6405  1.7270  -1.3990
H  -2.5721  2.5386  -0.6984
H  -2.8540  1.1457  0.3121
H  -1.5800  -0.2160  -1.4734
H  -0.6603  0.7119  -0.3015
H  -1.4887  1.6301  -3.0455
H  -0.3051  2.4652  -2.0596
H  -0.0358  0.0614  -3.8665
H  1.0722  1.3428  -3.5005
H  1.3368  0.1781  -1.1459
H  2.2494  -0.2614  -2.5666
H  1.5657  -2.3791  -2.5038
H  -0.1124  -1.8275  -2.6094
H  1.1260  -1.5974  0.0843
H  -0.5012  -1.9655  -0.3406
H  0.2704  -3.9192  0.6244
H  0.2666  -4.2694  -1.0858
H  2.7780  -4.8542  -0.9405
H  2.5814  -3.0704  1.7035
H  3.9997  -4.0251  1.1756
H  4.4395  -2.5268  -0.6784
H  3.0803  -1.5023  -0.3397
H  5.1496  -0.4794  0.3651
H  5.5366  -1.8560  1.3569
H  4.4850  0.2639  2.4668
H  4.1374  -1.3077  3.0884
H  2.3351  0.6871  2.2043
H  2.2006  -0.5053  0.9433
H  1.5293  -0.5287  3.8511
H  2.0574  -2.0577  3.2742
H  0.0462  -1.0384  1.4136
H  -0.0367  -2.4470  2.4508
H  -0.5704  -0.0634  4.0608
H  -1.5041  -1.5088  3.8149
H  -2.0771  -0.4350  1.4730
H  -2.9745  -0.0566  2.9261
H  -1.3012  1.9703  3.1772
H  -2.5980  2.0140  1.9936
H  0.2790  1.1690  1.3480
H  -1.0681  1.2803  0.2452
H  0.7341  3.2902  0.7742
H  -0.7182  3.8161  1.6628
H  0.7629  3.8814  -1.6352
H  -1.0782  4.4236  -3.4929
H  -3.4280  4.1753  -2.3494
H  -3.0552  3.4771  0.1162

Calculated values
- HOMO energy: -0.255 hartree
- LUMO: 0.72 eV
- Orbital gap: 7.6746 eV

Molecular formula: C4H5F4N
Method: DFT, wB97M-V/def2-TZVPD

Cartesian coordinates (Å):
C  0.1354  -0.1291  1.2337
C  0.1315  -1.1470  0.0946
C  -0.3450  1.2399  0.6774
C  0.1982  -0.4974  -1.2607
N  -0.6501  0.6594  -1.2380
F  -1.5667  1.7159  1.0337
F  0.5202  2.1776  0.6453
F  -0.2534  -1.4663  -2.2254
F  1.5067  -0.2563  -1.6467
H  -0.6278  -0.3963  2.0436
H  1.0117  0.1035  1.7343
H  0.9674  -1.6807  0.4468
H  -0.7483  -1.7026  0.2154
H  -0.2799  1.3795  -1.7540

Calculated values
- HOMO energy: -0.377 hartree
- LUMO: 0.64 eV
- Energy above the lowest of the compared OMol25 structures with the same formula, charge and spin: 0.0 kJ/mol
- Orbital gap: 10.9075 eV

Molecular formula: C22H27NO5
Method: DFT, wB97M-V/def2-TZVPD

Cartesian coordinates (Å):
C  -4.9525  -3.9571  0.4032
C  -3.4884  -3.8926  -0.0226
O  -3.2660  -2.9825  -1.0792
C  -3.2828  -1.6394  -0.8297
C  -3.2041  -0.8174  -1.9561
C  -3.1729  0.5512  -1.8252
C  -3.2211  1.1497  -0.5643
C  -3.3123  0.3370  0.5546
C  -3.3396  -1.0437  0.4222
H  -3.3972  -1.6333  1.3233
H  -3.3447  0.7453  1.5515
O  -3.1834  2.5208  -0.5708
C  -3.0501  3.2373  0.6343
C  -1.5904  3.3913  1.0966
C  -0.9721  2.0492  1.4596
O  -1.0809  1.6135  2.5943
N  -0.3318  1.3602  0.4931
C  -0.0876  1.7512  -0.8736
H  -0.7277  2.5783  -1.1728
C  1.3913  2.1044  -1.0302
C  2.2466  0.9772  -0.5172
C  1.7288  0.0434  0.3624
C  2.5418  -0.9906  0.8255
C  3.8608  -1.0992  0.4314
C  4.3931  -0.1406  -0.4612
C  3.5782  0.8760  -0.9188
H  3.9618  1.6172  -1.6023
O  5.7012  -0.3145  -0.7998
C  6.2912  0.6120  -1.6752
H  6.2783  1.6256  -1.2600
H  5.7981  0.6149  -2.6535
H  7.3233  0.2864  -1.7949
O  4.7255  -2.0706  0.8351
C  4.2591  -3.0457  1.7329
H  5.1072  -3.7030  1.9180
H  3.9333  -2.6007  2.6790
H  3.4367  -3.6288  1.3046
H  2.1136  -1.7071  1.5083
C  0.2975  0.1012  0.8274
H  0.2412  -0.0147  1.9130
H  -0.2745  -0.7181  0.3663
H  1.6198  2.3056  -2.0785
H  1.6106  3.0129  -0.4594
H  -0.3294  0.8938  -1.5124
H  -1.5991  3.9888  2.0096
H  -1.0135  3.9187  0.3393
H  -3.6475  2.7913  1.4356
H  -3.4568  4.2296  0.4133
H  -3.1127  1.1875  -2.6942
H  -3.1625  -1.2816  -2.9286
H  -2.8437  -3.6592  0.8344
H  -3.1783  -4.8590  -0.4306
H  -5.2879  -2.9955  0.7839
H  -5.5720  -4.2232  -0.4495
H  -5.0762  -4.7077  1.1791

Calculated values
- HOMO energy: -0.289 hartree
- LUMO: 0.72 eV
- Energy above the lowest of the compared OMol25 structures with the same formula, charge and spin: 195.1 kJ/mol
- Orbital gap: 8.5823 eV

Molecular formula: C3H11NOS2
Method: DFT, wB97M-V/def2-TZVPD

Cartesian coordinates (Å):
S  -0.4422  -2.7979  1.6245
S  -0.3173  -0.8392  2.0084
C  -0.0464  0.1651  0.5063
C  -1.3053  -0.0935  -0.1932
C  -1.5576  1.0459  -1.2983
N  -0.6542  2.2933  -1.2965
H  0.8334  -3.0794  1.8631
H  0.2876  1.1858  0.8319
H  0.8752  -0.0587  -0.0242
H  -1.2647  -1.0700  -0.6846
H  -2.1709  -0.2862  0.5042
H  -1.3285  0.6316  -2.3076
H  -2.5466  1.5088  -1.3716
H  0.2084  1.8396  -1.3043
H  -0.7756  2.7482  -0.3542
H  3.5062  -0.9557  -0.2889
H  3.3646  -1.4750  1.2396
O  3.3339  -0.7630  0.5453

Calculated values
- HOMO energy: -0.322 hartree
- LUMO: 0.39 eV
- Energy above the lowest of the compared OMol25 structures with the same formula, charge and spin: 176.4 kJ/mol
- Orbital gap: 9.1604 eV

Molecular formula: C21H28N2O6S
Method: DFT, wB97M-V/def2-TZVPD

Cartesian coordinates (Å):
C  -3.2099  -4.4666  -1.5851
H  -2.4583  -5.2083  -1.2974
O  -3.4299  -3.5283  -0.5584
C  -2.3963  -2.7479  -0.1613
C  -1.1136  -2.7929  -0.6852
C  -0.1247  -1.9399  -0.2115
C  -0.4330  -1.0412  0.7800
C  -1.7053  -0.9752  1.3288
C  -2.7006  -1.8215  0.8697
O  -3.9771  -1.8401  1.3188
C  -4.3437  -0.9162  2.3196
H  -4.2086  0.1140  1.9780
H  -5.3990  -1.1022  2.5120
H  -3.7725  -1.0754  3.2392
H  -1.8854  -0.2451  2.0999
S  0.8187  0.0533  1.4295
O  0.1710  1.2834  1.8293
O  1.5610  -0.6507  2.4338
N  1.8048  0.3264  0.1114
C  1.4122  1.4642  -0.6970
C  0.0905  1.1617  -1.4090
O  0.0408  0.6737  -2.5192
N  -0.9945  1.5225  -0.7014
H  -0.8743  1.7519  0.2802
C  -2.3410  1.2705  -1.1865
C  -3.2802  2.2933  -0.6500
C  -3.6987  3.4961  -1.1371
C  -4.5643  4.0438  -0.1585
C  -4.6045  3.1358  0.8516
O  -3.8314  2.0741  0.5659
H  -5.1253  3.1265  1.7885
H  -5.0809  4.9800  -0.2060
H  -3.4278  3.9329  -2.0759
H  -2.6736  0.2706  -0.8805
H  -2.3009  1.3120  -2.2776
H  1.3060  2.3659  -0.0813
H  2.1699  1.6246  -1.4637
C  3.2213  0.0347  0.2751
C  4.0168  1.2195  0.8277
C  5.4616  0.7983  1.0819
C  6.0980  0.2701  -0.2006
C  5.2919  -0.9008  -0.7557
C  3.8490  -0.4787  -1.0207
H  3.2681  -1.3196  -1.4023
H  3.8383  0.3048  -1.7806
H  5.7458  -1.2599  -1.6816
H  5.3026  -1.7210  -0.0349
H  7.1235  -0.0473  -0.0021
H  6.1338  1.0697  -0.9442
H  5.4777  0.0173  1.8446
H  6.0333  1.6485  1.4590
H  3.5488  1.5558  1.7552
H  3.9978  2.0458  0.1133
H  3.2424  -0.7680  1.0181
H  0.8696  -1.9650  -0.6235
H  -0.8694  -3.4872  -1.4719
H  -4.1670  -4.9632  -1.7348
H  -2.9043  -3.9792  -2.5161

Calculated values
- HOMO energy: -0.309 hartree
- LUMO: 0.75 eV
- Energy above the lowest of the compared OMol25 structures with the same formula, charge and spin: 222.5 kJ/mol
- Orbital gap: 9.1559 eV

Molecular formula: C6H8N2
Method: DFT, wB97M-V/def2-TZVPD

Cartesian coordinates (Å):
C  0.0757  -2.2546  -0.2663
C  0.0299  -0.8290  0.0998
C  -0.1958  -0.4757  1.4444
C  0.2235  0.2423  -0.7783
C  0.1894  1.6506  -0.5115
C  -0.6002  2.2584  0.4600
H  1.2124  -2.5633  -0.4151
H  -0.4314  -2.9390  0.4357
H  -0.4048  -2.4896  -1.2190
H  0.8697  0.5856  -2.7272
H  0.5013  -1.0808  -2.4574
H  0.7887  2.2903  -1.2110
H  -1.0413  1.7043  1.2756
H  -0.7160  3.3458  0.5722
N  -0.2800  -0.2123  2.5864
N  0.4066  -0.1313  -2.1496

Calculated values
- HOMO energy: -0.301 hartree
- LUMO: 0.16 eV
- Energy above the lowest of the compared OMol25 structures with the same formula, charge and spin: 151.3 kJ/mol
- Orbital gap: 8.3585 eV